DFT (ωB97M-V/def2-TZVPD) results for 9 unconnected molecules or ions with the total composition H18O9 at a distorted geometry.

Each line ends with the Mulliken charge.
Geometry (Å):
O -2.146 2.666 0.009  -0.6387
O 3.205 2.867 2.669  -0.6281
O 0.762 -0.722 -0.008  -0.7006
O -3.594 -1.702 0.194  -0.6327
O 4.264 -2.518 0.294  -0.6531
O -0.875 -0.355 -2.050  -0.5442
O -2.845 -1.558 2.313  -0.6518
O -0.650 2.247 -2.048  -0.5475
O 2.654 -0.473 -2.292  -0.6364
H 1.624 -0.683 0.422  0.2544
H -2.607 -0.641 2.494  0.3199
H -1.518 -0.922 -2.490  0.2669
H 3.341 1.988 2.297  0.3026
H 2.948 -0.530 -1.376  0.2952
H -3.504 -1.766 2.985  0.3269
H 3.747 -2.802 1.057  0.3169
H 3.928 2.970 3.298  0.3260
H 3.836 -2.952 -0.453  0.3356
H -3.831 -1.942 1.097  0.3539
H -2.865 2.565 -0.625  0.3140
H -0.482 -0.923 -1.377  0.3428
H -0.806 2.221 -2.999  0.2851
H -3.010 -2.414 -0.092  0.2857
H -2.593 2.739 0.860  0.2725
H 0.561 0.198 -0.212  0.3447
H -1.236 2.945 -1.734  0.3097
H 1.693 -0.503 -2.233  0.3802

Summary:
ΔE to the lowest compared entry with this formula, charge and spin (eV): 3.892
Spin multiplicity: 1
HOMO (eV): -10.19
Total charge: 0
Energy (a.u.): -687.88278
SMILES: O.O.O.O.O.O.O.O.O